Entry 1:
14
Properties=species:S:1:pos:R:3:forces:R:3 method="wB97M-V/def2-TZVPD" e_above_lowest_kcal_mol=16.4 multiplicity=2 homo_lumo_gap_ev="8.68 / 8.67" charge=0
C 1.102 -1.151 1.689 -0.2 0.0 1.7
C 0.968 -0.905 0.265 0.8 -0.3 -2.8
O 1.456 -1.278 -0.750 -0.2 0.2 1.6
C -0.863 0.138 -0.207 0.8 2.1 0.6
C -0.416 1.269 -1.170 -0.1 -0.3 -0.6
O -1.508 1.732 -1.978 -0.4 -1.2 0.6
O -1.550 -0.806 -0.558 -0.2 0.2 0.3
H 0.340 -0.511 2.160 0.4 -0.3 0.2
H 0.860 -2.196 1.963 0.3 0.4 -0.3
H 2.099 -0.866 2.092 -0.5 -0.3 -0.5
H -0.691 0.552 0.850 -0.9 -1.0 -0.5
H -0.016 2.123 -0.607 -0.2 -0.2 0.0
H 0.392 0.898 -1.816 -0.1 0.0 0.0
H -2.172 1.002 -1.932 0.6 0.8 -0.3


Entry 2:
15
Properties=species:S:1:pos:R:3:forces:R:3 method="wB97M-V/def2-TZVPD" e_above_lowest_kcal_mol=130.5 multiplicity=2 homo_lumo_gap_ev="4.89 / 4.97" charge=0
O 0.562 1.386 0.351 -2.2 -1.3 -1.8
Pb 3.632 0.400 0.615 0.4 0.0 -0.3
O 2.194 1.481 -1.166 0.0 0.4 -0.5
C 1.324 0.860 -0.546 1.5 0.8 2.9
O 1.634 -0.415 -0.296 0.5 -1.3 -1.6
C 0.573 -1.478 -0.075 1.0 0.9 -0.3
H 0.059 -1.493 -1.051 0.7 -1.1 0.2
H 1.237 -2.269 0.306 -0.8 -0.3 -0.7
C -0.776 0.257 0.721 -2.7 0.2 4.2
C -1.928 0.244 -0.264 0.9 0.3 -0.8
H -0.751 -0.617 1.383 0.2 0.3 -1.1
H -1.062 0.917 1.552 0.3 1.3 -0.7
H -1.702 -0.359 -1.154 -0.2 0.1 0.2
H -2.819 -0.175 0.224 0.3 0.0 0.1
H -2.177 1.260 -0.599 0.1 -0.3 0.1


Entry 3:
19
Properties=species:S:1:pos:R:3:forces:R:3 method="wB97M-V/def2-TZVPD" multiplicity=3 homo_lumo_gap_ev="7.12 / 5.86" charge=-1
Pd -0.199 1.929 0.380 -0.3 1.1 0.6
C 0.245 -1.817 -1.863 0.2 0.0 -0.1
C 0.132 -0.989 -0.591 0.1 0.0 -0.1
C 0.823 -1.657 0.584 0.0 0.0 0.0
O -1.259 -0.796 -0.294 -0.1 0.0 -0.1
C 0.726 0.428 -0.859 0.4 -0.7 -0.7
O 0.172 1.108 -1.775 0.1 -0.1 0.4
O 1.732 0.791 -0.174 -0.2 -0.2 -0.1
H -0.234 -2.790 -1.725 0.0 0.0 0.0
H 1.297 -1.974 -2.122 -0.1 0.0 0.0
H -0.240 -1.284 -2.680 0.0 0.0 0.0
H 0.409 -2.661 0.740 0.0 0.0 0.0
H 0.690 -1.061 1.486 0.0 0.0 0.0
H 1.893 -1.741 0.398 0.0 0.0 0.0
H -1.520 -1.464 0.345 0.0 0.0 0.1
S -0.352 1.824 2.723 0.1 -0.2 -0.1
S -0.909 3.597 3.409 -0.3 0.4 -0.2
S -1.981 4.620 1.890 0.1 -0.2 0.5
S -1.423 3.937 0.127 0.0 -0.1 -0.2


Entry 4:
15
Properties=species:S:1:pos:R:3:forces:R:3 method="wB97M-V/def2-TZVPD" multiplicity=2 homo_lumo_gap_ev="7.31 / 6.84" charge=+2
H -1.865 1.099 0.582 -2.0 -1.9 -2.5
Sn 1.589 2.881 2.299 4.7 2.7 7.0
O 0.697 2.356 0.882 -1.4 -0.8 -5.3
C -0.307 1.758 0.523 -3.8 -3.2 -3.8
O -0.630 1.580 -0.710 2.9 1.8 0.4
C -1.932 0.972 -0.763 -0.5 1.1 3.8
H -1.885 0.108 -1.428 -0.2 -0.2 0.8
H -2.687 1.717 -1.013 0.2 -0.1 -0.3
O 0.182 -0.511 0.992 0.0 1.2 0.4
C 0.675 -1.010 0.001 0.4 -0.7 -0.8
C 1.250 -2.379 -0.066 -0.1 0.0 0.2
H 0.709 -0.432 -0.950 0.0 -0.1 0.2
H 1.176 -2.902 0.893 0.0 0.1 -0.3
H 0.728 -2.938 -0.857 0.1 0.1 0.2
H 2.301 -2.300 -0.384 -0.2 0.0 0.0


Entry 5:
12
Properties=species:S:1:pos:R:3:forces:R:3 method="wB97M-V/def2-TZVPD" e_above_lowest_kcal_mol=92.1 multiplicity=1 homo_lumo_gap_ev="7.19 / 7.19" charge=0
C 0.892 -1.125 -1.550 -0.4 -0.1 -0.3
C -0.032 -1.002 -2.320 1.9 0.0 1.3
C 2.011 -1.316 -0.614 -0.8 0.7 2.0
C 0.577 2.284 2.263 -2.9 1.9 0.4
P -0.474 1.849 0.781 0.7 0.0 0.6
H 1.628 -1.337 0.488 0.5 -0.4 -1.9
H 2.593 -2.213 -0.838 -0.1 0.2 0.1
H 2.656 -0.422 -0.578 -0.1 -0.4 -0.5
H 0.444 3.398 2.383 0.4 -0.7 -0.4
H 1.606 2.091 2.272 1.4 -0.6 -0.1
H 0.060 2.001 3.202 0.5 -0.6 -0.4
H -0.693 -0.716 -3.066 -0.9 0.1 -0.7


Entry 6:
14
Properties=species:S:1:pos:R:3:forces:R:3 method="wB97M-V/def2-TZVPD" e_above_lowest_kcal_mol=28.1 multiplicity=1 homo_lumo_gap_ev="7.12 / 7.12" charge=0
C 1.481 1.602 -0.314 1.5 -0.7 -0.4
C 0.304 -0.846 -0.029 4.7 -1.4 0.8
C -0.599 -2.041 -0.214 2.7 0.0 -0.3
C -1.269 1.262 0.364 0.1 1.4 -0.6
P 2.906 0.855 0.322 -1.5 0.2 -0.4
P 2.131 -1.086 0.717 -3.8 0.1 -1.4
P 0.051 0.679 -0.787 0.5 0.7 0.3
H 1.747 2.461 -0.909 -0.4 0.7 0.2
H -1.487 -1.740 -0.695 -1.3 0.0 -0.3
H -0.666 -2.431 0.774 -0.9 -0.8 0.6
H -0.058 -2.815 -0.845 -0.7 0.9 0.6
H -2.130 0.689 0.094 -0.7 -0.5 0.3
H -1.532 2.335 0.152 0.4 -1.0 0.4
H -0.879 1.075 1.370 -0.5 0.3 -0.1


| no. | electronic energy (a.u.) | M (g/mol) |
| --- | --- | --- |
| 1 | -382.21648 | 103.097 |
| 2 | -574.89973 | 310.297 |
| 3 | -2103.06519 | 337.785 |
| 4 | -595.73746 | 221.808 |
| 5 | -497.77992 | 86.074 |
| 6 | -1180.57692 | 148.022 |